DFT (ωB97M-V/def2-TZVPD) results for a structure of composition CaI2 in a non-equilibrium geometry.

Computed properties:
Charge: -1
Spin multiplicity: 2
HOMO level (spin up / spin down) in eV: -1.2645 / -5.3110
Expectation value of S²: 0.75
Relative energy (zero: lowest compared OMol25 entry of this formula, charge and spin) in kJ/mol: 0.0

Cartesian coordinates (Å):
Ca1 -19.051 15.107 10.534
I1 -16.666 15.177 12.345
I2 -21.074 16.924 10.564

DFT (ωB97M-V/def2-TZVPD) results for a structure of composition Cd3N7O21 in a non-equilibrium geometry.

Computed properties:
Charge: -2
Spin multiplicity: 2
HOMO level (spin up / spin down) in eV: -2.6729 / -2.6850
Expectation value of S²: 0.75

Cartesian coordinates (Å):
Cd1 -24.591 -17.402 2.601
Cd2 -21.804 -14.228 -1.013
Cd3 -26.879 -14.433 -1.572
N1 -28.636 -16.262 0.532
O1 -28.839 -15.457 1.429
O2 -28.128 -15.893 -0.583
O3 -28.754 -17.436 0.674
N2 -24.692 -16.201 -0.300
O4 -25.576 -16.275 -1.102
O5 -23.850 -15.371 -0.616
O6 -24.840 -16.847 0.695
N3 -20.027 -17.013 -0.682
O7 -19.241 -16.444 0.034
O8 -19.812 -17.577 -1.792
O9 -21.105 -16.461 -0.666
N4 -25.209 -13.320 -4.007
O10 -25.642 -14.245 -3.253
O11 -25.156 -12.214 -3.450
O12 -24.731 -13.452 -5.069
N5 -26.429 -19.581 3.180
O13 -25.867 -20.604 2.825
O14 -27.037 -19.518 4.325
O15 -26.295 -18.619 2.519
N6 -23.333 -20.158 1.028
O16 -23.514 -19.095 1.671
O17 -22.480 -20.244 0.129
O18 -23.442 -21.232 1.564
N7 -21.957 -15.237 -4.105
O19 -21.117 -16.042 -4.235
O20 -22.196 -14.727 -5.117
O21 -22.288 -14.786 -3.057

DFT (ωB97M-V/def2-TZVPD) results for a structure of composition Cl2H10LiO5 in a non-equilibrium geometry.

Computed properties:
Charge: -1
HOMO level in eV: -4.9597
Relative energy (zero: lowest compared OMol25 entry of this formula, charge and spin) in kJ/mol: 21.5

Cartesian coordinates (Å):
Li1 6.596 -11.909 18.347
Cl1 6.344 -10.998 20.553
Cl2 8.852 -11.845 17.643
O1 6.174 -9.489 15.764
H1 5.921 -9.843 14.911
H2 5.628 -9.963 16.391
O2 4.791 -11.186 17.733
H3 4.184 -11.086 18.465
H4 4.257 -11.544 17.024
O3 6.041 -13.796 17.763
H5 5.350 -14.427 17.963
H6 6.346 -14.042 16.890
O4 8.111 -8.713 17.738
H7 8.346 -9.627 17.896
H8 7.321 -8.757 17.200
O5 8.483 -13.776 20.522
H9 8.477 -14.268 19.701
H10 7.752 -13.164 20.441

DFT (ωB97M-V/def2-TZVPD) results for the molecule Cl2H2NO2P in a non-equilibrium geometry.

Computed properties:
SMILES: NOP(=O)(Cl)Cl
HOMO level in eV: -10.9274
Relative energy (zero: lowest compared OMol25 entry of this formula, charge and spin) in kJ/mol: 25.9

Cartesian coordinates (Å):
N1 1.146 0.668 0.573
O1 -0.253 0.267 0.648
P1 -0.721 -0.442 -0.726
O2 -0.077 0.125 -1.894
Cl1 -2.678 -0.068 -0.542
Cl2 -0.255 -2.377 -0.430
H1 1.280 1.673 0.867
H2 1.559 0.155 1.503

DFT (ωB97M-V/def2-TZVPD) results for a cluster of 2 separate species, Cl2H2NOP in total in a non-equilibrium geometry.

Computed properties:
HOMO level (spin up / spin down) in eV: -11.5181 / -9.2922
Relative energy (zero: lowest compared OMol25 entry of this formula, charge and spin) in kJ/mol: 303.3

Cartesian coordinates (Å):
N1 1.793 -0.290 -0.389
O1 -1.021 0.163 2.021
P1 -0.983 0.384 0.578
Cl1 -1.668 2.114 -0.030
Cl2 -2.092 -1.055 -0.450
H1 1.954 -1.290 -0.398
H2 2.017 -0.027 -1.332

DFT (ωB97M-V/def2-TZVPD) results for a cluster of 2 separate species, Cl2H2OSi in total in a non-equilibrium geometry.

Computed properties:
HOMO level (spin up / spin down) in eV: -8.9175 / -7.6419
Relative energy (zero: lowest compared OMol25 entry of this formula, charge and spin) in kJ/mol: 782.7

Cartesian coordinates (Å):
O1 2.675 1.673 0.043
Si1 -1.069 -0.326 -0.075
Cl1 1.910 0.295 -0.004
Cl2 -0.642 -2.278 -0.020
H1 -1.737 -0.052 1.240
H2 -1.137 0.688 -1.184

DFT (ωB97M-V/def2-TZVPD) results for a cluster of 2 separate species, Cl2H2OSi in total in a non-equilibrium geometry.

Computed properties:
SMILES: O=[SiH]Cl.Cl
HOMO level in eV: -10.6943
Relative energy (zero: lowest compared OMol25 entry of this formula, charge and spin) in kJ/mol: 283.6

Cartesian coordinates (Å):
O1 -0.144 -0.133 0.312
Si1 1.245 0.401 0.186
Cl1 2.800 -0.653 -0.266
H1 1.397 1.762 0.116
Cl2 -3.095 -1.222 -0.213
H2 -2.203 -0.156 -0.135

DFT (ωB97M-V/def2-TZVPD) results for a cluster of 2 separate species, Cl2H2Si in total in a non-equilibrium geometry.

Computed properties:
HOMO level in eV: -9.2884
Relative energy (zero: lowest compared OMol25 entry of this formula, charge and spin) in kJ/mol: 321.0

Cartesian coordinates (Å):
Si1 -0.485 -0.142 -0.041
Cl1 -0.207 -2.155 -0.014
Cl2 2.168 1.634 -0.090
H1 -0.839 0.135 1.400
H2 -0.637 0.529 -1.256

DFT (ωB97M-V/def2-TZVPD) results for a cluster of 2 separate species, Cl2H3NSi in total in a non-equilibrium geometry.

Computed properties:
HOMO level in eV: -9.5687
Relative energy (zero: lowest compared OMol25 entry of this formula, charge and spin) in kJ/mol: 198.7

Cartesian coordinates (Å):
N1 -1.100 -0.249 0.451
Si1 0.166 0.432 -0.507
Cl1 0.974 2.198 -0.007
Cl2 1.976 -1.727 0.103
H1 -1.422 0.150 1.390
H2 -1.004 -1.211 0.555
H3 0.410 0.408 -1.987

DFT (ωB97M-V/def2-TZVPD) results for the molecule Cl2HN3 in a non-equilibrium geometry.

Computed properties:
SMILES: [H]/N=N/N(Cl)Cl
HOMO level in eV: -9.6846
Relative energy (zero: lowest compared OMol25 entry of this formula, charge and spin) in kJ/mol: 25.3

Cartesian coordinates (Å):
H1 2.331 0.075 -0.072
N1 1.376 -0.243 -0.045
N2 0.461 0.558 0.110
N3 -0.873 0.034 0.277
Cl1 -2.042 1.186 -0.146
Cl2 -1.251 -1.609 -0.124